131
Properties=species:S:1:pos:R:3:forces:R:3:lowdin_charge:R:1 method="wB97M-V/def2-TZVPD" max_force_ev_per_a=1.39 spin_multiplicity=1 lumo_ev=-2.33 total_charge=+1 gap_ev=7.4
C 4.544823 -3.432588 1.300536 0.2895 -0.0646 -0.2297 -0.104
C 5.264693 -3.356703 -0.049225 -0.4053 -0.2472 0.2104 -0.250
C 4.327161 -3.033040 -1.213542 0.5131 0.2649 -0.1058 -0.225
C 4.231238 -1.531301 -1.496274 -0.2721 -0.6114 -0.0410 -0.208
C 3.086441 -1.190013 -2.459477 0.1293 0.5512 0.2883 -0.196
C 2.244112 -0.001300 -1.993579 0.1595 0.3551 -0.0992 -0.223
C 0.827111 0.027483 -2.585317 0.5350 0.6885 0.2529 -0.175
C -0.137782 0.762465 -1.662585 -0.3924 -0.2833 0.0203 -0.206
C -1.600056 0.350530 -1.804411 0.0210 0.3854 -0.2861 -0.186
C -2.523528 1.244866 -0.953893 0.2314 -0.2493 -0.1769 -0.065
C -3.078696 0.650523 0.286931 -0.5257 0.2842 -0.0707 -0.179
N -4.294856 0.986696 0.746870 0.0883 -0.4036 0.2844 0.212
C -4.574269 0.317059 1.920554 1.1789 -0.4992 0.5422 -0.173
C -5.842628 0.462731 2.681888 -0.1675 0.4060 -0.4203 -0.108
C -7.014253 -0.331794 2.076603 0.6529 -0.2186 0.4213 -0.173
C -6.694080 -1.808076 1.844572 -0.1049 -0.0222 -0.4461 -0.182
C -6.018268 -2.106960 0.488599 -0.3383 0.0802 0.4308 -0.196
C -6.514451 -3.387900 -0.199880 0.3840 0.3699 -0.1526 -0.181
C -5.403954 -4.123816 -0.968512 -0.3452 -0.0280 -0.0730 -0.201
C -5.648320 -4.204017 -2.475293 0.4971 -0.0317 0.2719 -0.166
C -4.665307 -5.158400 -3.152272 -0.2985 -0.3497 -0.2695 -0.157
O -4.094308 -4.575947 -4.338344 -0.5263 0.2922 0.2255 -0.018
C -2.869008 -4.031078 -4.153577 -0.2793 0.5598 -0.2952 -0.559
C -2.822095 -2.547592 -4.359869 0.0566 -0.1811 -0.5897 0.022
O -1.921828 -4.672522 -3.845650 0.9403 -0.7561 0.5849 0.144
C -3.462430 -0.451085 2.193623 -0.7837 0.5188 -0.3877 -0.002
B -3.243523 -1.370231 3.464753 0.5550 0.4577 0.4169 -0.577
N -2.797441 -0.724712 4.700740 -0.4802 -0.5289 -0.4218 0.175
O -3.482822 -2.698562 3.363726 -0.3542 0.1267 -0.0178 0.187
N -2.566185 -0.218962 1.150351 -0.1084 -0.0164 -0.1929 0.064
C -1.249303 -0.839572 1.085208 0.3630 -0.3528 0.4330 -0.098
C -0.168436 -0.084194 1.858959 -0.3067 -0.3006 0.0486 -0.122
C 0.965429 -1.040771 2.245335 -0.0372 -0.0762 0.3007 -0.065
C 1.328095 -1.997068 1.137732 -0.0364 0.0213 0.2091 -0.494
O 1.715871 -1.628975 0.077785 -0.2153 -0.3128 -0.2072 0.141
O 1.206883 -3.323868 1.438100 -0.2380 -0.1420 0.4573 0.089
H 3.605762 -3.964268 1.174589 -0.1244 0.0005 0.1438 0.054
H 4.363914 -2.447111 1.723422 -0.1988 0.1685 0.0354 0.062
H 5.146938 -3.984132 2.018467 0.0552 0.0038 0.1495 0.069
H 5.714165 -4.331506 -0.225845 0.2045 -0.0423 -0.0512 0.101
H 6.060440 -2.617236 0.007284 0.2413 -0.0025 -0.0971 0.105
H 4.715489 -3.517646 -2.109279 -0.1345 -0.1100 -0.1572 0.112
H 3.338146 -3.440437 -1.015278 -0.1340 -0.0714 -0.0018 0.096
H 5.183520 -1.233812 -1.926939 0.1657 0.3007 0.1389 0.112
H 4.091781 -1.025779 -0.541396 0.0598 0.2519 0.0331 0.097
H 3.513208 -0.939255 -3.428132 -0.1287 -0.2462 -0.2900 0.113
H 2.427918 -2.047883 -2.568477 -0.0055 -0.2013 -0.0953 0.101
H 2.200213 0.011373 -0.904661 0.0034 0.0941 -0.4035 0.073
H 2.741085 0.926368 -2.278318 0.1369 0.1570 -0.0620 0.106
H 0.480474 -0.973926 -2.826862 -0.0980 -0.1981 0.0364 0.109
H 0.904728 0.615500 -3.498519 -0.3026 -0.3066 -0.4171 0.113
H -0.104077 1.830297 -1.873123 0.2032 0.1837 0.1266 0.103
H 0.157722 0.618137 -0.622093 0.1569 0.1140 -0.1081 0.076
H -1.749809 -0.703046 -1.581702 -0.0701 -0.1375 -0.0828 0.100
H -1.891892 0.475064 -2.844787 -0.0510 -0.0270 -0.1459 0.119
H -1.991360 2.157492 -0.687499 0.0980 0.1366 0.0616 0.135
H -3.371744 1.560458 -1.554798 -0.1898 0.0557 0.0006 0.126
H -4.920802 1.639204 0.305054 0.0355 0.0407 -0.1706 0.186
H -5.664588 0.213753 3.724328 0.0508 -0.2575 0.0867 0.126
H -6.106698 1.521771 2.680922 -0.0426 0.1119 0.0972 0.126
H -7.846410 -0.252379 2.769069 -0.2272 0.2016 -0.0743 0.115
H -7.266452 0.137818 1.129034 -0.3713 0.0309 -0.0970 0.109
H -6.057557 -2.189214 2.639926 0.0102 -0.0777 0.2370 0.105
H -7.624152 -2.368426 1.901276 -0.1323 -0.0682 -0.0121 0.111
H -4.943634 -2.157416 0.646001 0.1721 -0.0326 -0.0955 0.086
H -6.218265 -1.257495 -0.165383 0.1637 0.0808 -0.2094 0.106
H -7.290845 -3.094667 -0.903451 -0.2233 -0.0916 -0.0329 0.111
H -6.988687 -4.040182 0.526568 0.0331 -0.1587 0.1368 0.109
H -4.457672 -3.600476 -0.836555 0.2028 -0.0388 0.1724 0.100
H -5.276306 -5.121529 -0.552824 0.0580 -0.1470 -0.0136 0.115
H -5.472572 -3.214049 -2.891804 -0.2702 0.1485 -0.1604 0.113
H -6.672772 -4.499164 -2.678170 -0.1518 0.0347 -0.1162 0.115
H -5.184674 -6.055574 -3.471273 0.0507 -0.1654 -0.0742 0.128
H -3.868646 -5.461372 -2.478247 0.1896 0.0002 0.0440 0.119
H -1.790786 -2.245882 -4.490168 0.1491 0.1441 0.1488 0.083
H -3.266948 -2.068159 -3.491576 -0.1097 0.1485 0.0507 0.073
H -3.380412 -2.287410 -5.254394 -0.2107 0.1504 0.0354 0.093
H -3.186678 -1.134816 5.541281 0.2945 -0.1011 0.1411 0.080
H -1.788962 -0.680729 4.782312 -0.0046 0.4575 0.1478 0.076
H -3.323069 -3.119779 4.217004 0.0138 -0.2902 -0.0841 0.121
H -0.956469 -1.029651 0.060189 -0.0638 0.1119 0.0087 0.109
H -1.358466 -1.812636 1.563474 -0.1945 -0.1529 -0.0073 0.136
H 0.195224 0.772595 1.302731 0.0309 0.1160 -0.0137 0.113
H -0.634768 0.268382 2.777051 0.1068 0.2814 0.1223 0.115
H 1.853669 -0.468740 2.501115 0.1473 0.0277 0.1100 0.128
H 0.670373 -1.625732 3.111639 0.0342 -0.0084 0.1662 0.123
H 0.375674 -3.680804 1.105453 0.0866 -0.1809 -0.2323 0.126
C 4.597896 1.945925 2.781353 -0.0294 -0.0017 -0.0240 -0.086
C 3.853747 2.223348 4.079591 0.1176 0.1116 -0.1543 -0.281
N 3.917491 1.127033 5.026952 -0.1523 -0.1005 -0.0160 -0.205
C 2.996780 1.277141 6.140492 -0.1546 -0.0173 0.0748 -0.259
C 3.209416 2.446205 7.109225 -0.0437 -0.0402 0.0697 -0.082
C 5.255951 0.668059 5.366189 0.2339 -0.0799 -0.0506 -0.245
C 6.236751 1.685398 5.963666 0.0081 -0.0663 0.0451 -0.077
H 4.244541 1.022088 2.317939 0.0398 -0.0371 0.0206 0.065
H 4.428645 2.763059 2.079174 -0.0032 0.0090 -0.0011 0.074
H 5.674443 1.865512 2.928916 0.0032 -0.0155 0.0050 0.069
H 2.799656 2.388520 3.833574 -0.0410 0.0081 0.1283 0.110
H 4.225834 3.172572 4.495099 -0.0300 0.0035 0.0074 0.104
H 2.993661 0.341962 6.707294 0.0767 -0.0143 -0.0117 0.110
H 1.989161 1.365813 5.716806 0.0302 0.0430 -0.0658 0.100
H 4.050953 2.274974 7.777781 0.0490 0.0267 -0.0411 0.058
H 2.323879 2.567444 7.736175 -0.0079 -0.0085 -0.0077 0.071
H 3.369247 3.389384 6.586785 0.0130 -0.0012 -0.0216 0.068
H 5.706002 0.250464 4.462683 -0.0434 0.0451 -0.0405 0.100
H 5.157130 -0.181641 6.045536 -0.0877 0.0338 0.0462 0.115
H 6.210872 2.639625 5.435991 -0.0096 -0.0021 -0.0210 0.068
H 7.254412 1.299676 5.886780 -0.0012 -0.0104 -0.0041 0.075
H 6.044783 1.874278 7.018362 -0.0372 0.0658 -0.0146 0.057
C 4.063886 3.896817 -4.007779 0.0165 -0.0016 -0.0098 -0.087
C 3.101166 4.486483 -5.027650 0.1137 0.0478 0.1105 -0.269
N 1.767083 3.917408 -4.949721 -0.0954 -0.0490 -0.0825 -0.199
C 0.923305 4.263329 -6.081418 -0.0415 -0.0190 -0.1723 -0.249
C 0.540624 5.735026 -6.279246 -0.0845 -0.0257 -0.0234 -0.083
C 1.138550 3.980000 -3.646837 -0.0140 -0.0974 0.2889 -0.266
C 0.935654 5.356202 -2.995562 -0.0939 -0.0473 0.0385 -0.075
H 4.108120 2.810200 -4.098402 -0.0392 -0.0074 0.0151 0.074
H 5.065204 4.292387 -4.177733 0.0087 0.0021 -0.0054 0.076
H 3.786476 4.148656 -2.983219 0.0051 0.0013 0.0030 0.064
H 3.488998 4.275873 -6.026860 -0.0749 0.0177 -0.0480 0.120
H 3.100960 5.582455 -4.920145 0.0141 -0.0039 -0.0112 0.103
H 0.010816 3.662615 -6.022331 -0.0016 -0.0044 0.0746 0.109
H 1.438387 3.919647 -6.982914 0.0716 0.0105 0.0315 0.111
H -0.215624 6.063045 -5.567001 0.0455 0.0225 0.0478 0.054
H 0.118815 5.870780 -7.276519 0.0069 -0.0114 -0.0089 0.072
H 1.401910 6.398017 -6.198475 0.0191 -0.0082 0.0129 0.068
H 1.730200 3.364059 -2.961873 0.0470 0.0331 -0.0257 0.087
H 0.170550 3.471375 -3.713625 -0.0176 0.0304 -0.1300 0.104
H 1.817216 5.989339 -3.095417 0.0235 -0.0090 -0.0088 0.070
H 0.744326 5.233159 -1.926542 0.0128 -0.0088 -0.0025 0.068
H 0.083822 5.889091 -3.414894 0.0532 0.0504 -0.0583 0.056